(1)
The following is a quantum chemistry calculation of a cluster of 5 separate species, C6H8BBrCl12O4 in total in a non-equilibrium geometry, from OMol25.

Summary:
- Frontier orbital gap: 9.7 eV
- Lowest unoccupied orbital energy: -0.75 eV
- HOMO: -10.45 eV
- Largest force on an atom: 1.3 eV Å⁻¹
- SMILES: CB(O)OC(=O)OBr.ClC(Cl)Cl.ClC(Cl)Cl.ClC(Cl)Cl.ClC(Cl)Cl
- Relative energy (zero: lowest compared OMol25 entry of this formula, charge and spin): 7.3 kcal per mole

Geometry as ORCA input:
```
! wB97M-V def2-TZVPD RIJCOSX def2/J DEFGRID3
* xyz 0 1
C -3.1376 0.6058 1.1779
B -2.3031 -0.5945 0.5983
O -1.8424 -1.5768 1.4372
O -2.0000 -0.7143 -0.7631
C -0.6758 -0.8808 -1.0238
O 0.0452 0.0299 -1.3232
O -0.3365 -2.1962 -1.0636
Br 1.0712 -2.5993 0.0346
H -4.0527 0.1986 1.5903
H -3.3231 1.3480 0.4200
H -2.5686 1.0484 1.9864
H -1.4332 -1.2282 2.2254
Cl 6.3582 -1.1023 2.1462
C 5.0424 -1.3438 1.0007
Cl 3.7138 -2.2332 1.7574
Cl 4.4729 0.1864 0.3459
H 5.4131 -1.9421 0.1818
Cl -5.3028 -0.8828 -2.5580
C -4.3002 0.3665 -3.2977
Cl -4.9667 0.8660 -4.8530
Cl -4.1224 1.7453 -2.2161
H -3.3177 -0.0502 -3.4687
Cl -1.6950 2.5968 4.9535
C -2.2936 4.0838 4.2114
Cl -0.9557 5.1256 3.7305
Cl -3.3334 3.7175 2.8363
H -2.8822 4.6111 4.9484
Cl 7.1065 -1.6933 -1.9363
C 5.7828 -1.8938 -3.0906
Cl 4.4495 -2.8056 -2.3750
Cl 5.2267 -0.3327 -3.6830
H 6.1604 -2.4597 -3.9301
*
```

Listed below, in e, are the Löwdin charges computed for each atom: 0.009, -0.623, 0.165, 0.171, -0.673, 0.157, -0.454, 0.847, 0.081, 0.017, 0.031, 0.109, 0.540, -1.572, 0.483, 0.538, -0.073, 0.536, -1.551, 0.530, 0.564, 0.008, 0.518, -1.551, 0.529, 0.549, 0.009, 0.548, -1.530, 0.539, 0.539, 0.010

---

(2)
The following is a quantum chemistry calculation of a structure of composition C18H41OP3PmS in a non-equilibrium geometry, from OMol25.

Summary:
- Frontier orbital gap (spin up / spin down): 6.0 / 6.2 eV
- Lowest unoccupied orbital energy (spin up / spin down): -9.44 / -9.25 eV
- HOMO (spin up / spin down): -15.45 / -15.46 eV
- Largest force on an atom: 2.4 eV Å⁻¹
- ⟨S²⟩: 6.01

Geometry as ORCA input:
```
! wB97M-V def2-TZVPD RIJCOSX def2/J DEFGRID3
* xyz 3 5
Pm 0.5175 -1.0090 0.3365
P 2.2067 0.9299 1.3889
P -1.3633 -0.0802 2.2889
P -1.5892 2.7615 -2.0540
H 1.3629 -2.8811 -4.4933
C 1.1193 -1.8210 -4.3401
C 2.0438 -0.9522 -3.8775
H 2.8231 -1.2619 -3.1726
C 3.5046 0.0102 2.2858
C 1.6040 2.0748 2.6675
C 3.1615 2.0334 0.2927
C -2.9342 -0.9938 1.9735
C -0.8359 -0.7437 3.9145
C -1.9711 1.5875 2.6939
C -2.0155 3.8702 -3.4154
C -0.6151 3.4399 -0.7119
C -2.9659 1.8149 -1.3705
H 0.1760 -1.4757 -4.7842
H 2.2638 0.0114 -4.3570
H 4.2359 -0.3946 1.5774
H 3.0814 -0.8330 2.8465
H 4.0105 0.6814 2.9861
H 0.9567 1.5639 3.3873
H 1.0256 2.8831 2.2081
H 2.4650 2.4925 3.1964
H 3.3674 1.5188 -0.6583
H 4.1046 2.2906 0.7960
H 2.5864 2.9444 0.0738
H -3.6515 -0.8649 2.7989
H -2.7344 -2.0696 1.8362
H -3.3946 -0.6310 1.0405
H -1.5128 -0.4370 4.7175
H 0.1655 -0.3770 4.1632
H -0.7804 -1.8377 3.8982
H -2.7159 1.5607 3.4964
H -2.4299 2.0580 1.8178
H -1.1423 2.2232 3.0153
H -2.9435 4.4215 -3.1655
H -2.1669 3.2590 -4.3291
H -1.1992 4.6013 -3.5862
H -0.8265 4.5085 -0.5917
H 0.4548 3.3379 -0.9073
H -0.8169 2.9315 0.2414
H -3.8760 2.4276 -1.4870
H -2.7943 1.5918 -0.2996
H -3.0528 0.8749 -1.9488
C 0.0064 -1.2300 -2.0582
C -1.3718 -1.4724 -2.1882
C -1.8224 -2.7959 -2.2009
C -1.0378 -3.8196 -1.6541
C 0.3237 -3.5785 -1.3612
C 0.9010 -2.3342 -1.6805
S 0.7113 0.3388 -2.1941
H -0.8060 1.7328 -2.6784
H -2.0221 -0.6144 -2.3853
H -2.8339 -2.9827 -2.5676
H -1.4523 -4.8332 -1.5340
H 0.8865 -4.3833 -0.8802
H 1.9972 -2.1912 -1.5934
C 1.5299 -3.2999 2.4923
O 1.7193 -2.8240 1.1323
H 2.1593 -4.1937 2.6554
H 0.4512 -3.5229 2.6442
H 1.8569 -2.4681 3.1425
H 1.8943 -3.5687 0.5202
*
```

Listed below, in e, are the Löwdin charges computed for each atom: 1.363, 0.689, 0.698, 0.877, 0.097, -0.076, -0.226, 0.059, -0.242, -0.255, -0.243, -0.253, -0.248, -0.247, -0.185, -0.199, -0.185, 0.084, 0.073, 0.071, 0.022, 0.073, 0.019, 0.048, 0.076, 0.045, 0.076, 0.046, 0.076, 0.051, 0.042, 0.078, 0.037, 0.044, 0.080, 0.030, 0.035, 0.077, 0.082, 0.083, 0.083, 0.043, 0.033, 0.082, 0.031, 0.043, -0.891, -0.096, -0.007, -0.011, -0.085, -0.313, 0.706, -0.074, 0.089, 0.139, 0.142, 0.124, 0.122, -0.041, -0.305, 0.129, 0.101, 0.080, 0.102

---

(3)
The following is a quantum chemistry calculation of a structure of composition C28H55Cl3N3O3 in a non-equilibrium geometry, from OMol25.

Summary:
- Frontier orbital gap (spin up / spin down): 6.2 / 5.4 eV
- Lowest unoccupied orbital energy (spin up / spin down): 0.10 / -1.05 eV
- HOMO (spin up / spin down): -6.10 / -6.41 eV
- Largest force on an atom: 18.7 eV Å⁻¹
- ⟨S²⟩: 3.76
- Relative energy (zero: lowest compared OMol25 entry of this formula, charge and spin): 225.3 kcal per mole

Geometry as ORCA input:
```
! wB97M-V def2-TZVPD RIJCOSX def2/J DEFGRID3
* xyz 0 4
C 3.2750 -1.7697 -3.0652
Cl 2.5356 -2.8839 -1.9525
Cl 2.4526 -0.2262 -3.0539
Cl 3.3938 -2.3512 -4.5970
H 4.3129 -1.6485 -2.7551
C -1.0565 -0.9246 1.1796
C 0.2948 -1.6499 1.1193
C 0.6656 -1.9976 -0.3824
C 1.3878 -0.8922 -1.0696
C 2.5917 -0.2945 -0.2739
C 2.2543 0.1903 1.1889
N 1.3940 -0.9001 1.8043
O 1.2237 -0.8441 3.2430
C 3.6124 0.3875 2.0052
C 1.5950 1.5854 1.1709
C 0.0259 -2.9976 1.7142
H -0.9435 -0.0312 0.5654
H -1.1362 -0.4532 2.1592
H -1.9776 -1.4674 0.9675
H 1.1332 -2.9800 -0.4477
H -0.2855 -2.0124 -0.9148
H 0.7771 -0.1213 -1.5396
H 1.8292 -1.4131 -1.9193
H 3.0138 0.5224 -0.8590
H 3.1480 -1.1849 0.0189
H 4.3830 0.9791 1.5109
H 3.4710 0.9130 2.9496
H 3.9641 -0.6021 2.2969
H 1.2908 1.7237 2.2084
H 2.2666 2.4210 0.9735
H 0.6664 1.7626 0.6283
H -0.6969 -3.6350 1.2051
H -0.3384 -2.7822 2.7187
H 0.9118 -3.6123 1.8734
C 1.3667 3.1076 -4.5910
C 1.6897 1.9055 -3.7063
C 3.1974 1.5627 -3.9098
C 4.2069 2.5023 -3.2327
C 3.7169 2.5162 -1.7430
C 2.2913 2.8815 -1.4490
N 1.3619 1.9926 -2.2798
O -0.0632 2.0763 -1.8845
C 2.0033 2.6365 0.0957
C 2.2469 4.4554 -1.5229
C 0.9358 0.7427 -4.3770
H 0.2951 3.3006 -4.5409
H 1.4628 2.8313 -5.6410
H 2.0456 3.9428 -4.4191
H 3.2986 0.5561 -3.5042
H 3.5024 1.3808 -4.9403
H 4.1891 3.5134 -3.6393
H 5.1970 2.0981 -3.4434
H 4.2728 3.3399 -1.2952
H 3.9374 1.5105 -1.3849
H 0.9607 2.9399 0.1912
H 2.0924 1.5762 0.3322
H 2.7745 3.1577 0.6629
H 2.7076 5.0931 -0.7684
H 2.4859 4.8420 -2.5136
H 1.1842 4.6955 -1.4920
H 0.7366 -0.1116 -3.7300
H 1.4023 0.3421 -5.2770
H -0.0114 1.0459 -4.8229
C -2.9221 -3.8030 3.5172
C -3.2223 -2.3768 2.9330
C -2.8444 -2.4683 1.4517
C -3.1300 -1.1905 0.7166
C -4.5838 -0.9068 0.7684
C -5.1583 -0.8644 2.2202
N -4.6936 -1.9723 3.0863
O -5.0992 -2.0372 4.4365
C -5.0336 0.5667 2.8303
C -6.7215 -0.9873 1.9269
C -2.2065 -1.4199 3.6278
H -3.0864 -3.7475 4.5934
H -1.8972 -4.1238 3.3308
H -3.5521 -4.5583 3.0475
H -1.7788 -2.6332 1.2921
H -3.4776 -3.2688 1.0693
H -2.8763 -1.3781 -0.3268
H -2.4092 -0.3988 0.9214
H -5.0320 -1.6321 0.0893
H -4.7464 0.0765 0.3270
H -5.4463 0.6020 3.8386
H -4.0008 0.9025 2.7382
H -5.7437 1.2261 2.3313
H -6.9043 -1.9614 1.4732
H -7.1956 -1.0987 2.9021
H -7.2186 -0.1834 1.3840
H -1.1555 -1.4154 3.3386
H -2.2215 -1.8002 4.6492
H -2.5650 -0.3907 3.6408
*
```

Listed below, in e, are the Löwdin charges computed for each atom: -1.368, 0.784, 0.979, 0.704, 0.052, -0.157, -0.401, -0.166, -0.389, -0.094, -0.305, 0.018, -0.033, 0.018, -0.156, -0.058, 0.126, 0.087, -0.106, 0.039, 0.139, 0.089, -0.143, 0.060, 0.124, 0.090, 0.082, 0.094, 0.171, -0.029, 0.155, 0.106, 0.066, 0.109, -0.025, -0.533, -0.283, -0.126, -0.145, -0.362, -0.182, -0.271, -0.106, -0.017, -0.173, 0.088, 0.085, 0.068, -0.236, 0.134, 0.092, 0.110, 0.117, 0.091, 0.172, -0.003, 0.225, 0.084, 0.070, 0.085, 0.031, 0.092, 0.090, -0.014, -0.390, -0.157, -0.255, -0.106, -0.439, -0.030, -0.027, -0.026, -0.044, -0.020, 0.078, 0.076, 0.086, 0.064, 0.156, 0.164, 0.086, 0.123, 0.133, 0.084, 0.073, 0.078, 0.076, 0.073, 0.085, 0.041, 0.089, 0.086

---

(4)
The following is a quantum chemistry calculation of a cluster of 2 separate species, C4H8Cl2 in total in a non-equilibrium geometry, from OMol25.

Summary:
- Frontier orbital gap (spin up / spin down): 8.6 / 8.7 eV
- Lowest unoccupied orbital energy (spin up / spin down): -0.07 / 0.33 eV
- HOMO (spin up / spin down): -8.64 / -8.36 eV
- Largest force on an atom: 4.0 eV Å⁻¹
- Relative energy (zero: lowest compared OMol25 entry of this formula, charge and spin): 100.1 kcal per mole

Geometry as ORCA input:
```
! wB97M-V def2-TZVPD RIJCOSX def2/J DEFGRID3
* xyz 0 1
C -0.1764 1.5713 1.1564
C -0.2402 -0.3489 -1.5732
C 0.6003 -1.6537 0.4654
C -0.3065 -0.7121 -0.1565
Cl 2.2605 -0.7982 0.4536
Cl -1.9531 -1.1154 0.4513
H -0.5670 2.0792 0.3173
H 0.7426 1.9888 1.4811
H -0.7126 0.8696 1.7458
H 0.7978 -0.4498 -2.0218
H -0.7748 0.5093 -1.7934
H -0.6336 -1.2631 -2.0165
H 0.2916 -1.8935 1.5433
H 0.8075 -2.5360 -0.0182
*
```

Listed below, in e, are the Löwdin charges computed for each atom: 0.095, -0.145, -0.570, -0.802, 0.497, 0.612, -0.010, -0.013, -0.037, 0.104, 0.051, 0.081, 0.098, 0.038

---

Question: Which formula does entry 3 have?
Answer: C28H55Cl3N3O3

---

Question: The highest largest force on an atom belongs to which entry?
Answer: C28H55Cl3N3O3

---

Question: Which value of largest force on an atom does entry 3 give?
Answer: 18.7 eV Å⁻¹

---

Question: What is the largest force on an atom in the first record?
Answer: 1.3 eV Å⁻¹